Below is 12 unconnected molecules or ions with the total composition C75H184N12O23 in a non-equilibrium geometry, with properties calculated with wB97M-V/def2-TZVPD.

Values from the calculation:
Net charge: 0
F_max in eV Å⁻¹: 3.95
HOMO energy in eV: -8.05
Orbital gap in eV: 8.52
Structure (SMILES): CC1(C)CCCC(C)(C)N1O.COCCNCCOC.COCCNCCOC.COCCNCCOC.COCCNCCOC.COCCNCCOC.COCCNCCOC.COCCNCCOC.COCCNCCOC.COCCNCCOC.COCCNCCOC.COCCNCCOC
Total energy in a.u.: -5354.8615

Atoms and positions in Å:
1 C -4.37396 2.68843 -7.18407
2 C -4.20557 1.17246 -7.34663
3 C -4.73203 0.90960 -8.74641
4 C -2.72295 0.85995 -7.23806
5 C -2.55098 -0.68571 -7.29261
6 C -3.32282 -1.48217 -6.25278
7 C -4.83873 -1.02272 -6.14403
8 C -5.55101 -1.63603 -7.31494
9 C -5.48854 -1.37191 -4.81185
10 N -4.94644 0.50686 -6.24638
11 O -6.28225 0.82594 -6.29696
12 H -3.80170 3.23104 -7.97624
13 H -5.38221 3.02385 -7.27026
14 H -3.92256 3.04383 -6.26215
15 H -4.52138 -0.09812 -9.15696
16 H -5.81451 1.02932 -8.73996
17 H -4.31750 1.64395 -9.44636
18 H -2.36698 1.37241 -8.13911
19 H -2.30240 1.37112 -6.35782
20 H -2.78539 -0.96068 -8.33606
21 H -1.48616 -0.77817 -7.20782
22 H -2.82189 -1.33704 -5.33483
23 H -3.18331 -2.55414 -6.49606
24 H -5.89872 -2.67463 -6.94989
25 H -4.88747 -1.78656 -8.19164
26 H -6.40262 -1.05753 -7.60003
27 H -6.50345 -0.96115 -4.84966
28 H -4.88208 -0.95006 -3.99652
29 H -5.46380 -2.43953 -4.75401
30 H -6.51319 1.09933 -5.40942
31 C -1.81126 -4.20921 9.46910
32 O -0.73770 -3.44761 8.94391
33 C -0.39242 -3.95085 7.65578
34 C 0.86062 -3.21641 7.08074
35 N 0.70837 -1.76808 6.98058
36 C 1.80627 -1.11143 6.23715
37 C 1.98766 0.36351 6.47604
38 O 2.39049 0.61286 7.81548
39 C 2.42405 1.99763 8.07284
40 H -2.00277 -3.81298 10.47700
41 H -1.58352 -5.29194 9.70076
42 H -2.68359 -4.20397 8.85481
43 H -1.23322 -3.86515 6.99363
44 H -0.20228 -5.07286 7.64411
45 H 1.01646 -3.65328 6.08813
46 H 1.75402 -3.48466 7.76902
47 H 0.59208 -1.28822 7.86909
48 H 1.58129 -1.25774 5.11190
49 H 2.72127 -1.64437 6.35409
50 H 1.00554 0.79441 6.34258
51 H 2.57975 0.86601 5.67862
52 H 2.53052 2.10122 9.17392
53 H 1.55943 2.53292 7.71587
54 H 3.31395 2.44818 7.63259
55 C 7.23359 -3.15170 11.32136
56 O 7.23089 -2.06096 10.43533
57 C 7.27587 -2.49085 9.09654
58 C 6.94726 -1.26336 8.23667
59 N 5.74835 -1.32242 7.46673
60 C 5.62076 -0.20132 6.47270
61 C 5.99930 1.22677 6.96866
62 O 5.48986 2.16747 6.08694
63 C 5.88384 3.49771 6.32379
64 H 6.34058 -3.84481 11.25744
65 H 7.26856 -2.76270 12.32753
66 H 8.12493 -3.75461 11.23925
67 H 6.58590 -3.35600 8.94552
68 H 8.29414 -2.83708 8.91392
69 H 7.78217 -1.20672 7.51295
70 H 6.88402 -0.37329 8.94023
71 H 4.90594 -1.19941 8.06887
72 H 4.61434 -0.22713 6.02437
73 H 6.28037 -0.47103 5.65559
74 H 7.12591 1.31396 7.09533
75 H 5.48751 1.36345 7.92986
76 H 5.23317 4.05867 5.72119
77 H 6.92903 3.73159 5.96006
78 H 5.80322 3.78665 7.37728
79 C 0.70269 -2.87098 -6.08257
80 O 1.19645 -1.56929 -6.24544
81 C 1.91855 -1.33093 -7.44129
82 C 2.94107 -0.15278 -7.24046
83 N 2.18860 1.08432 -7.46706
84 C 1.22099 1.38683 -6.43017
85 C 0.56830 2.77412 -6.66957
86 O 1.48707 3.78049 -6.25670
87 C 1.72057 4.02769 -4.86611
88 H -0.12881 -3.07851 -6.77121
89 H 0.35350 -2.96493 -5.06383
90 H 1.51431 -3.60545 -6.16572
91 H 1.25409 -1.03801 -8.27882
92 H 2.40272 -2.25201 -7.76175
93 H 3.71422 -0.23554 -7.99780
94 H 3.44778 -0.16167 -6.22070
95 H 2.72700 1.96801 -7.59123
96 H 1.63704 1.18187 -5.43239
97 H 0.31028 0.73638 -6.58710
98 H -0.32398 2.79923 -6.09641
99 H 0.36067 2.88270 -7.71927
100 H 0.77421 4.14402 -4.33250
101 H 2.42692 4.85925 -4.81050
102 H 2.27906 3.20875 -4.37700
103 C 2.73300 0.13265 -2.01226
104 O 2.52028 -1.29483 -1.64255
105 C 2.06772 -2.02787 -2.72934
106 C 1.76355 -3.46582 -2.26198
107 N 0.52819 -3.38824 -1.46581
108 C 0.45343 -4.57745 -0.60369
109 C -0.58448 -4.57122 0.48960
110 O -0.41861 -3.48201 1.29352
111 C -1.27331 -3.29518 2.36360
112 H 3.20166 0.68891 -1.19015
113 H 1.73488 0.59387 -2.21911
114 H 3.32971 0.21801 -2.86896
115 H 2.85073 -2.05207 -3.49332
116 H 1.17556 -1.59394 -3.24129
117 H 2.57221 -3.84716 -1.59978
118 H 1.53681 -4.19496 -2.99003
119 H 0.56041 -2.63979 -0.74698
120 H 1.38277 -4.78703 -0.07536
121 H 0.26851 -5.48182 -1.21826
122 H -0.48282 -5.58389 1.02948
123 H -1.54095 -4.56805 0.03862
124 H -2.26954 -3.41288 1.94347
125 H -1.06353 -2.34208 2.86315
126 H -1.15789 -4.08005 3.13228
127 C -4.46894 1.20628 4.10659
128 O -3.85281 2.27567 3.37952
129 C -4.75280 2.48751 2.21770
130 C -4.35215 3.60899 1.32093
131 N -3.15841 3.28425 0.59311
132 C -2.81704 4.34327 -0.34110
133 C -1.37243 4.18019 -0.82833
134 O -0.45925 4.13004 0.20707
135 C -0.07787 5.33424 0.81665
136 H -5.49053 1.41590 4.45883
137 H -3.87514 0.98827 4.98132
138 H -4.49037 0.44119 3.37664
139 H -5.86981 2.66117 2.53563
140 H -4.80237 1.50495 1.72258
141 H -4.28971 4.51641 1.92190
142 H -5.12514 3.76299 0.55373
143 H -2.35123 3.06980 1.17844
144 H -3.02078 5.31111 0.15410
145 H -3.45709 4.34601 -1.24774
146 H -1.16542 5.05104 -1.45799
147 H -1.26262 3.33752 -1.50364
148 H 0.38926 5.99179 0.00547
149 H 0.65561 5.08800 1.58482
150 H -0.89896 5.86208 1.34789
151 C -3.41877 2.46279 -3.08059
152 O -4.63181 3.23679 -3.08255
153 C -5.65433 2.65422 -2.34410
154 C -6.96577 3.30002 -2.81142
155 N -7.33132 2.88907 -4.13179
156 C -8.64332 3.25242 -4.53623
157 C -9.08045 2.69459 -5.85594
158 O -9.01182 1.28338 -5.74268
159 C -9.61211 0.50571 -6.83651
160 H -2.61368 3.08978 -3.56831
161 H -3.56560 1.46570 -3.54328
162 H -3.01659 2.39778 -2.03883
163 H -5.47228 2.73103 -1.33616
164 H -5.73708 1.54360 -2.61007
165 H -6.91765 4.36942 -2.67859
166 H -7.84056 2.99173 -2.19563
167 H -6.60019 3.23352 -4.78106
168 H -8.71136 4.32978 -4.61877
169 H -9.32909 2.94392 -3.70839
170 H -8.56848 3.04064 -6.73586
171 H -10.15096 2.82185 -6.05597
172 H -9.05005 0.53139 -7.70741
173 H -10.68075 0.78169 -6.97020
174 H -9.51191 -0.50699 -6.42686
175 C -6.79278 -2.46646 -1.47155
176 O -5.43879 -2.39167 -1.74468
177 C -4.48427 -2.93748 -0.84533
178 C -3.07427 -2.81269 -1.51313
179 N -2.65651 -4.03505 -2.12996
180 C -2.99786 -4.12212 -3.54515
181 C -2.43727 -5.37980 -4.14876
182 O -1.04021 -5.27244 -4.40853
183 C -0.62323 -6.53900 -4.87222
184 H -7.26406 -1.73729 -2.13798
185 H -7.06160 -2.26529 -0.43936
186 H -7.17918 -3.46071 -1.72050
187 H -4.66504 -3.96098 -0.51379
188 H -4.45675 -2.32759 0.03362
189 H -2.28650 -2.53684 -0.73213
190 H -3.12961 -2.08631 -2.28158
191 H -1.62063 -4.04202 -2.19714
192 H -2.64415 -3.25952 -4.11653
193 H -4.07948 -4.06472 -3.68755
194 H -2.88479 -5.50144 -5.12354
195 H -2.67933 -6.24289 -3.56676
196 H -1.36300 -6.91805 -5.62940
197 H -0.57788 -7.27692 -3.98914
198 H 0.30881 -6.42004 -5.39571
199 C 7.52302 5.77680 -6.15293
200 O 7.25351 4.53717 -5.59243
201 C 5.82895 4.31050 -5.48403
202 C 5.62640 3.51587 -4.25897
203 N 6.14653 4.17402 -3.04496
204 C 5.97340 3.36977 -1.85015
205 C 4.75921 3.73195 -1.08508
206 O 3.66840 3.27513 -1.76928
207 C 2.50400 3.66924 -1.14631
208 H 7.23308 6.61172 -5.45566
209 H 6.99569 6.04704 -7.09441
210 H 8.60611 5.85776 -6.27784
211 H 5.47151 3.83840 -6.34371
212 H 5.27405 5.28976 -5.37028
213 H 6.05799 2.52969 -4.36029
214 H 4.54575 3.34283 -4.20574
215 H 7.11829 4.41932 -3.19333
216 H 6.85702 3.54891 -1.20690
217 H 5.84684 2.27147 -2.08428
218 H 4.77299 4.82998 -0.90723
219 H 4.86259 3.24386 -0.06029
220 H 2.36213 4.76970 -1.28867
221 H 2.43717 3.34944 -0.00263
222 H 1.60396 3.23648 -1.66815
223 C 3.76877 1.42121 2.64561
224 O 2.52702 0.69399 2.75144
225 C 1.43744 1.63504 2.92789
226 C 0.09061 0.90308 2.85069
227 N -0.16933 0.09074 1.65453
228 C -0.06595 0.85312 0.39178
229 C -0.77569 0.12003 -0.69957
230 O -0.59708 0.82594 -1.89752
231 C -1.17833 0.20223 -3.03413
232 H 4.44556 0.78685 2.01585
233 H 4.26997 1.47562 3.61383
234 H 3.67496 2.37484 2.14400
235 H 1.52985 2.29487 2.10618
236 H 1.59466 2.22861 3.85686
237 H -0.65190 1.73404 2.94254
238 H -0.13368 0.19245 3.62551
239 H 0.46105 -0.68397 1.55218
240 H 0.94119 1.09590 0.01520
241 H -0.54756 1.86793 0.51585
242 H -1.85595 -0.10528 -0.51167
243 H -0.24400 -0.85418 -0.71314
244 H -2.26987 0.15744 -2.89314
245 H -0.81428 -0.79307 -3.17525
246 H -0.96408 0.80138 -3.90831
247 C 0.27256 4.55986 5.01521
248 O -0.27681 3.60520 5.86415
249 C -1.68628 3.65194 5.99522
250 C -2.03980 3.05713 7.35364
251 N -1.89229 1.67172 7.51389
252 C -2.15911 1.23481 8.84774
253 C -2.20505 -0.24227 8.88310
254 O -2.53800 -0.84830 10.10618
255 C -1.44128 -0.94997 10.98913
256 H 1.35510 4.34730 4.92583
257 H 0.11885 5.57545 5.51837
258 H -0.10905 4.53311 3.96057
259 H -2.21592 3.15650 5.16181
260 H -1.96172 4.71154 6.02949
261 H -3.04691 3.35736 7.67662
262 H -1.36406 3.66610 8.01407
263 H -1.01272 1.34460 7.17613
264 H -3.10178 1.67740 9.24053
265 H -1.44286 1.58619 9.61050
266 H -1.28912 -0.62470 8.42022
267 H -2.92189 -0.65571 8.13930
268 H -1.70759 -1.58921 11.81986
269 H -1.14663 0.06668 11.35641
270 H -0.54158 -1.39619 10.51328
271 C 2.04595 -3.19531 3.13407
272 O 3.33967 -3.17539 2.49937
273 C 3.43639 -2.24114 1.38354
274 C 4.79374 -2.56815 0.77481
275 N 4.80041 -4.00019 0.35687
276 C 6.01676 -4.48884 -0.23231
277 C 5.85305 -6.00163 -0.61428
278 O 6.99963 -6.29649 -1.34560
279 C 7.18477 -7.62967 -1.64922
280 H 1.82142 -4.19606 3.25733
281 H 1.33541 -2.71600 2.47234
282 H 2.14031 -2.77618 4.09237
283 H 3.45480 -1.24710 1.85993
284 H 2.63553 -2.27288 0.61763
285 H 5.57279 -2.43421 1.53075
286 H 4.96632 -1.90111 -0.08616
287 H 4.48233 -4.52681 1.17761
288 H 6.88862 -4.50820 0.41146
289 H 6.29153 -3.93977 -1.12389
290 H 4.92471 -6.22207 -1.20579
291 H 5.88178 -6.66819 0.22607
292 H 6.30706 -8.12202 -2.12162
293 H 7.39253 -8.28128 -0.68688
294 H 8.01310 -7.70200 -2.29910

Löwdin atomic charge list, values in e, 2 entries: atom 1 (C): -0.04, atom 2 (C): -0.53